[1]
Computed, not measured: a cluster of 6 separate species, C17H31BN4O25S5 in total, with ωB97M-V/def2-TZVPD.

XYZ file:
```
83
Properties=species:S:1:pos:R:3:forces:R:3
O 7.04975 -2.96072 1.91075 -1.42 6.68 -0.40
C 6.73893 -1.71102 1.83878 2.39 -5.62 -0.78
O 7.37529 -0.87956 0.80942 -3.58 -1.03 2.62
C 6.41853 0.16789 0.46085 -0.05 2.50 -0.48
C 5.86409 0.11561 -1.05934 0.40 0.27 -0.11
C 5.79285 -1.35960 -1.72124 -0.07 -0.27 -0.92
C 4.30184 -1.87605 -2.09344 -0.31 -0.24 0.87
C 3.19573 -1.53484 -0.91692 1.92 -0.68 -2.33
N 3.66628 -1.74278 0.38793 -1.98 0.86 -2.93
N 2.80570 -1.42984 1.32418 -2.85 1.02 -1.64
C 1.57631 -0.94732 0.83917 -0.96 0.63 2.15
O 0.62536 -0.54421 1.90776 8.69 1.45 -2.45
B 0.86417 0.90572 2.03466 0.26 0.55 0.28
O 1.90110 1.39482 2.95913 -1.22 -1.01 -2.90
O 0.08138 1.83157 1.22157 2.75 -1.62 0.19
N 1.09335 -0.77795 -0.47039 2.24 0.23 2.99
N 1.95580 -1.09111 -1.40411 2.74 -0.97 2.21
H 5.97297 -1.31024 2.60702 1.24 0.13 -1.62
H 5.51838 0.24884 1.18547 1.58 -0.55 -1.05
H 6.99730 1.18427 0.57049 -1.10 -1.90 -0.17
H 6.56897 0.77297 -1.72477 -1.29 -1.27 1.30
H 4.83174 0.67566 -1.05199 1.85 -1.21 -0.09
H 6.30756 -2.19774 -1.12003 -0.71 1.72 -0.62
H 6.37609 -1.29200 -2.73811 -1.12 -0.27 1.93
H 3.99883 -1.44378 -3.12070 0.08 -0.64 1.92
H 4.32275 -3.04237 -2.17412 -0.03 2.13 0.02
H 2.60768 1.74850 2.35493 -0.81 0.15 1.05
H 0.66366 2.00807 0.42599 -1.15 0.06 1.10
O 3.54357 6.25558 0.74281 -0.32 -1.29 0.49
S 3.19316 5.21157 1.66538 -0.37 0.65 0.53
O 3.24680 3.81721 1.32326 0.25 0.89 -0.08
O 1.72162 5.54051 2.26858 1.20 0.02 -0.74
C 1.80146 5.64794 3.69125 -0.08 -0.47 0.83
C 3.21883 6.12069 3.98165 -0.53 0.63 0.15
O 4.03981 5.43644 3.03492 -0.41 -0.67 -0.86
H 1.62098 4.65638 4.11831 0.12 -0.01 -0.04
H 1.04782 6.34760 4.06505 0.67 -0.82 -0.76
H 3.53320 5.89175 5.00102 0.12 -0.16 -0.26
H 3.32080 7.19567 3.80262 -0.05 -0.05 0.08
O -1.25583 -0.53772 1.78110 -6.43 -1.68 -2.03
S -1.77344 -1.43751 0.78086 -0.83 0.84 1.19
O -0.97978 -1.98332 -0.27858 -0.87 -0.04 1.03
O -3.10332 -0.76267 0.13229 0.63 -0.20 0.42
C -4.22052 -1.63049 0.32550 -0.36 -0.69 -0.25
C -3.91377 -2.40939 1.59841 -0.43 0.48 0.26
O -2.51152 -2.66912 1.54611 0.38 0.28 -0.77
H -4.28672 -2.29781 -0.53886 -0.10 0.04 0.09
H -5.14249 -1.05170 0.40798 0.27 0.11 -0.02
H -4.47634 -3.34215 1.66112 0.30 0.00 -0.08
H -4.11247 -1.80457 2.48881 -0.05 -0.04 -0.06
O 0.26789 10.17640 5.07016 -0.27 -1.49 -0.20
S -0.35173 8.88136 5.08183 -0.48 0.78 0.18
O 0.36974 7.66760 4.80948 -0.81 1.98 0.86
O -1.65794 8.93503 4.11696 0.86 0.22 0.64
C -2.82204 8.59510 4.87015 -0.44 -0.50 0.33
C -2.51628 9.01921 6.30050 -0.50 0.55 -0.17
O -1.13772 8.70537 6.49400 0.54 -0.43 -0.91
H -2.96778 7.51290 4.80209 -0.04 0.08 0.03
H -3.69912 9.10496 4.46712 0.30 0.05 -0.09
H -3.13656 8.49749 7.03087 0.32 -0.07 -0.04
H -2.63764 10.09957 6.42630 -0.06 -0.09 -0.02
O -5.22278 -3.04218 -2.71619 0.49 -0.52 -0.72
S -4.63145 -3.45034 -3.96259 -0.45 -0.13 -0.39
O -5.12947 -4.54792 -4.74174 -1.39 4.85 2.25
O -3.03898 -3.66834 -3.71895 -0.92 0.40 0.14
C -2.30076 -2.81059 -4.58860 0.28 0.15 -0.60
C -3.20209 -1.60692 -4.83064 0.42 0.31 0.45
O -4.52082 -2.14333 -4.92539 0.12 -0.86 0.20
H -2.10830 -3.35300 -5.51918 -0.01 0.06 0.04
H -1.35079 -2.52896 -4.12994 -0.22 -0.14 0.17
H -2.93946 -1.06673 -5.74156 -0.25 -0.17 0.02
H -3.17764 -0.91855 -3.97997 0.10 -0.02 -0.07
O -4.19366 -6.18696 -5.32637 0.37 -4.45 -1.05
S -5.21077 -7.20034 -5.30196 0.51 0.35 -0.15
O -6.61302 -6.89998 -5.35063 1.34 -0.17 -0.11
O -4.93169 -8.16841 -4.02512 0.16 0.42 -0.65
C -4.75443 -9.51133 -4.47416 -0.26 -0.50 -0.20
C -4.19459 -9.39609 -5.88626 0.53 -0.10 0.27
O -4.87723 -8.28684 -6.46742 -0.64 0.14 0.54
H -5.73262 -10.00157 -4.47661 0.09 -0.02 -0.03
H -4.08032 -10.05058 -3.80579 -0.06 0.28 0.01
H -4.35897 -10.30052 -6.47416 -0.15 0.25 -0.05
H -3.12524 -9.16324 -5.86880 -0.05 -0.10 0.04
```
Forces are in eV/Å.

The LUMO energy comes out at -0.028 Eh. As for the spin multiplicity: 1. Its orbital gap is 0.311 Eh. For the total energy, the calculation gives -4781.8398 Ha.

=====

[2]
Computed, not measured: a cluster of 8 separate species, C34H60BN9O11S in total, with ωB97M-V/def2-TZVPD.

XYZ file:
```
116
Properties=species:S:1:pos:R:3:forces:R:3
C 0.45481 -0.98712 6.30645 -0.47 -0.01 -1.41
C -0.53694 -1.62823 5.18613 -1.71 -0.43 -2.38
C -1.21339 -3.01801 5.27907 -0.87 2.40 -2.68
B -0.95471 -3.96604 6.57851 0.21 -0.75 -0.19
O -1.15874 -3.54400 7.95011 1.63 -0.44 -2.11
O -0.44635 -5.30127 6.28924 0.38 2.75 0.21
C -2.13522 -3.50077 4.09404 1.36 3.22 -0.55
C -2.37178 -2.63557 2.79992 2.07 1.09 2.92
C -1.66148 -1.23729 2.67374 0.08 -2.76 3.22
C -0.78727 -0.77767 3.88684 -1.10 -2.19 -0.94
S 0.01694 0.90693 3.66160 -0.14 -1.37 -1.20
C 0.50168 0.84590 1.86084 -0.34 -1.02 -2.42
C 1.83763 1.43157 1.35468 -2.57 -1.64 -1.78
C 2.19943 1.31051 -0.14446 -3.51 -1.54 1.47
O 3.48387 1.85501 -0.56268 -3.18 0.72 0.44
N 4.48953 1.36633 0.26112 0.46 -4.24 -1.30
O 4.54042 0.17859 0.06185 0.96 2.40 1.59
C 1.21943 0.58947 -1.11513 -0.22 0.78 3.70
C -0.14105 0.02863 -0.57459 1.91 1.13 1.87
C -0.55601 0.12317 0.94040 3.80 1.51 -2.36
N -1.83148 -0.41919 1.44560 2.55 -0.67 1.06
H 1.50710 -1.03796 5.82768 -1.57 0.13 1.05
H 0.41549 -1.51840 7.31319 0.02 0.58 -1.56
H 0.16232 0.11574 6.47856 0.47 -1.90 -0.32
H -0.24204 -3.49986 8.32667 -1.27 -0.37 -0.02
H 0.20870 -5.15175 5.55818 -1.18 -0.46 0.49
H -2.63908 -4.53053 4.20942 0.90 1.89 -0.38
H -3.04482 -3.00241 1.93865 1.23 0.56 1.62
H 2.50633 1.93900 2.14045 -1.04 -0.92 -1.55
H 1.55150 0.51010 -2.20400 -0.84 0.01 1.73
H -0.82922 -0.49746 -1.33499 1.20 1.05 1.37
H -2.33856 -0.94996 0.71484 0.59 0.51 0.70
C 0.62619 -8.03345 1.48200 -0.24 0.12 -0.09
N -0.02530 -6.75676 1.69190 0.49 0.38 0.48
C -1.28911 -6.49646 1.03112 0.02 0.28 0.15
C 0.51232 -5.79098 2.49154 -0.20 -0.24 -0.28
O 0.01619 -4.70090 2.70808 0.14 -0.44 -0.19
H 0.83424 -8.15666 0.41600 0.08 -0.18 0.07
H -0.03870 -8.83277 1.81942 0.16 -0.11 -0.07
H 1.56351 -8.09008 2.03782 -0.11 0.08 -0.03
H -1.18379 -5.61743 0.39016 -0.17 -0.05 0.01
H -2.05208 -6.29000 1.78596 -0.07 0.03 -0.17
H -1.59080 -7.35496 0.42987 0.12 0.05 0.10
H 1.47204 -6.09007 2.94436 0.02 -0.12 -0.05
C -1.56178 -2.88757 -5.39301 0.25 0.13 0.04
N -1.06177 -1.63467 -4.86262 -0.67 0.42 0.34
C 0.35183 -1.33543 -4.98343 -0.08 0.29 0.13
C -1.87834 -0.72878 -4.25366 0.36 -0.28 -0.26
O -1.52279 0.33905 -3.78812 0.15 -0.25 -0.06
H -1.05319 -3.71378 -4.89060 -0.17 -0.12 -0.17
H -1.35414 -2.92723 -6.46550 -0.09 -0.21 0.03
H -2.63655 -2.98032 -5.23338 0.16 0.05 0.05
H 0.77435 -1.19260 -3.98552 0.13 0.01 -0.13
H 0.47481 -0.40996 -5.55155 0.16 -0.06 0.07
H 0.87334 -2.14855 -5.48950 -0.15 0.04 0.06
H -2.93086 -1.05429 -4.21479 0.00 -0.10 -0.05
C 3.13902 3.75982 -2.61207 -0.16 0.38 0.01
N 2.98854 5.02554 -3.30269 0.65 0.05 -0.74
C 1.92851 5.92617 -2.89350 0.10 0.19 -0.22
C 3.81093 5.39571 -4.32369 -0.39 -0.15 0.46
O 3.73783 6.44232 -4.94330 -0.13 -0.07 0.16
H 2.21726 3.18269 -2.72360 0.10 -0.13 0.14
H 3.32391 3.95223 -1.55423 -0.03 -0.18 -0.11
H 3.97197 3.18634 -3.02214 -0.06 0.13 0.01
H 1.26680 6.11024 -3.74345 -0.05 0.10 0.15
H 2.36732 6.87641 -2.57921 -0.18 0.01 -0.01
H 1.35716 5.49574 -2.07023 0.13 -0.05 -0.11
H 4.58007 4.64063 -4.55379 -0.03 -0.07 0.07
C -5.43036 -0.67619 7.11833 0.20 -0.03 0.19
N -4.05377 -0.32852 7.40196 0.27 0.41 -0.67
C -3.49004 -0.68606 8.68965 0.35 0.10 -0.08
C -3.27092 0.32384 6.49725 -0.28 -0.27 0.25
O -2.10997 0.64373 6.67366 -0.21 0.00 0.24
H -6.07894 -0.19370 7.85433 -0.14 -0.10 -0.10
H -5.54496 -1.76121 7.18554 -0.19 0.05 -0.05
H -5.71842 -0.34778 6.11828 0.11 -0.01 0.09
H -3.15696 0.22173 9.19926 0.02 -0.13 0.09
H -2.62642 -1.33763 8.53394 -0.05 0.01 0.16
H -4.23138 -1.20002 9.30274 0.02 0.07 -0.15
H -3.79487 0.54732 5.55385 -0.06 -0.05 0.00
C 4.12255 8.62072 -7.41005 0.10 -0.28 -0.12
N 4.77234 8.59428 -8.70615 0.38 0.83 -0.13
C 4.65516 7.40414 -9.52485 0.17 0.18 -0.18
C 5.48991 9.65235 -9.17943 -0.26 -0.45 0.07
O 6.05785 9.69323 -10.25561 -0.14 -0.18 0.12
H 4.52323 7.81290 -6.79422 -0.25 0.12 0.14
H 3.04787 8.47646 -7.54828 0.01 0.00 0.22
H 4.29343 9.57343 -6.90583 0.03 -0.06 -0.14
H 5.65361 7.00786 -9.72596 -0.13 -0.09 -0.10
H 4.18532 7.66819 -10.47565 0.07 -0.18 -0.01
H 4.05565 6.64783 -9.01676 0.06 0.17 0.04
H 5.51563 10.50374 -8.47984 -0.06 -0.04 0.09
C -6.38234 -3.12035 -7.35579 -0.08 -0.18 0.16
N -5.70462 -4.19088 -6.65302 0.82 0.07 -0.21
C -6.47530 -5.05720 -5.78194 0.26 -0.17 0.06
C -4.36525 -4.40979 -6.78443 -0.46 -0.09 0.06
O -3.73519 -5.28927 -6.22400 -0.31 0.20 -0.01
H -6.84247 -2.44971 -6.62560 -0.06 0.09 -0.18
H -7.15665 -3.54909 -7.99703 -0.02 0.20 -0.03
H -5.68282 -2.55243 -7.97141 -0.01 -0.11 0.09
H -6.07285 -4.99527 -4.76787 -0.13 -0.13 -0.02
H -6.38540 -6.08843 -6.13181 -0.09 0.02 0.16
H -7.52492 -4.76111 -5.77877 0.15 0.04 -0.07
H -3.87661 -3.69655 -7.46844 -0.09 0.07 -0.04
C 2.49596 3.73753 5.71553 0.24 -0.17 -0.05
N 3.19992 2.62963 6.32757 -0.41 -0.15 0.63
C 4.40970 2.13454 5.70054 -0.03 -0.22 0.24
C 2.76067 2.03661 7.47524 0.14 0.10 -0.33
O 3.30444 1.10483 8.03789 0.06 0.16 -0.27
H 2.19543 3.45063 4.70423 -0.11 0.19 0.01
H 3.16445 4.60131 5.66812 -0.16 0.09 -0.09
H 1.60787 4.00349 6.29112 0.10 -0.11 -0.03
H 4.27575 1.08000 5.44659 0.17 0.05 -0.04
H 5.24019 2.22212 6.40540 0.05 -0.09 -0.16
H 4.63351 2.70391 4.79740 -0.11 0.00 0.12
H 1.83504 2.48823 7.86776 -0.02 0.07 -0.08
```
Forces are in eV/Å.

The LUMO energy comes out at -0.025 Eh. As for the spin multiplicity: 1. Its orbital gap is 0.254 Eh. For the total energy, the calculation gives -3074.7114 Ha.

=====

Computed values of HOMO level (unit: eV) for the preceding records, in sequence: -9.206, -7.592.